Entry 1:
9
Properties=species:S:1:pos:R:3:nbo_charge:R:1 method="wB97M-V/def2-TZVPD" homo_energy_ev=-9.58 total_charge=0 gap_ha=0.334 de_lowest_kj_mol=0.0
C 1.0525 1.0005 -0.0344 0.605
C -0.4320 0.8248 -0.1326 -0.051
N 1.7305 -0.1358 0.1972 -0.805
O 1.5283 2.0810 -0.0922 -0.547
F -1.0082 2.0758 0.0631 -0.341
I 3.7519 -0.0205 -0.0032 0.357
H -1.0154 0.2497 0.5452 0.193
H -0.5594 0.3521 -1.1143 0.186
H 1.2771 -0.8469 0.7082 0.406


Entry 2:
36
Properties=species:S:1:pos:R:3:nbo_charge:R:1 method="wB97M-V/def2-TZVPD" homo_energy_ev=-11.34 total_charge=+1 gap_ha=0.231 de_lowest_kj_mol=0.0
C 0.1202 -0.9608 2.2194 0.294
C 1.1883 -2.0122 2.1315 0.158
N 2.0715 -2.7339 1.9200 -0.154
N -1.2316 -1.5318 2.4440 -0.290
C -2.1602 -0.7501 3.0457 0.097
C -3.4825 -1.0916 3.0473 -0.224
C -3.9290 -2.2547 2.4022 -0.062
C -2.9384 -3.0640 1.8155 -0.220
C -1.5961 -2.7121 1.8780 0.098
H 0.3624 -0.1881 2.9676 0.239
H -1.7639 0.2233 3.3821 0.250
H -4.1823 -0.3784 3.4895 0.268
H -4.9947 -2.4728 2.3005 0.265
H -3.2153 -3.9275 1.2178 0.267
H -0.7826 -3.2411 1.3490 0.267
C 0.3104 -1.3727 -1.6794 -0.639
C 0.8784 0.0334 -1.7828 0.231
N 1.0900 0.7080 -0.6711 -0.492
F -0.0565 -0.1911 1.1562 -0.267
C 1.5057 1.9514 -0.5911 0.247
C 1.5978 2.6014 0.7779 -0.642
C 1.7918 2.6089 -1.7833 -0.255
C 1.6420 1.9674 -2.9943 0.039
C 1.9964 2.6719 -4.2433 -0.638
C 1.1591 0.6721 -2.9895 -0.256
H 0.2167 -1.8887 -2.6322 0.230
H 0.9437 -1.9488 -0.9914 0.218
H -0.6704 -1.2851 -1.1918 0.204
H 1.9815 3.6193 0.7992 0.232
H 0.5909 2.5605 1.2077 0.210
H 2.2122 1.9548 1.4134 0.218
H 2.0916 3.6314 -1.8003 0.210
H 1.8174 2.0292 -5.1180 0.222
H 1.4108 3.5989 -4.3527 0.231
H 3.0559 2.9756 -4.2139 0.234
H 0.9694 0.1980 -3.9295 0.210


Entry 3:
8
Properties=species:S:1:pos:R:3:nbo_charge:R:1 method="wB97M-V/def2-TZVPD" homo_energy_ev=-2.83 total_charge=-1 gap_ha=0.247 de_lowest_kj_mol=461.2
O 0.2779 -0.9612 2.3828 -0.456
N -0.2771 -0.3964 1.4147 0.082
C 0.5161 -0.1144 0.3215 -0.295
C 0.2189 0.3814 -0.8822 0.225
O -0.9229 0.7902 -1.4002 -0.586
S -2.3156 0.7771 -0.6140 -0.290
H 1.4688 -0.5860 0.3555 0.157
H 1.0339 0.1094 -1.5780 0.162